1.
Entry from the Open Molecules 2025 dataset: C18H30AuNO4P2 as an isolated structure at a distorted geometry (ωB97M-V/def2-TZVPD).

Structure (XYZ):
```
56
Properties=species:S:1:pos:R:3:nbo_charge:R:1
C -3.25 -2.28 1.32 -0.268
C -1.99 -1.84 0.88 0.281
N -1.75 -0.51 0.72 -0.552
C -2.70 0.40 0.92 0.270
C -4.00 0.00 1.28 -0.279
C -4.26 -1.35 1.48 -0.136
C -0.99 -2.82 0.41 -0.933
P 0.71 -2.14 0.41 0.973
Au 0.33 0.12 0.08 1.040
P -0.83 2.15 -0.18 0.925
C -2.37 1.87 0.78 -0.769
C 2.25 0.75 -0.45 -0.224
C 3.22 0.87 0.54 -0.320
C 4.51 1.32 0.22 -0.212
C 4.83 1.65 -1.10 -0.229
C 3.87 1.50 -2.10 -0.214
C 2.57 1.04 -1.78 -0.317
O -1.67 -2.97 -2.01 -0.978
O -2.04 -0.65 -2.48 -0.988
H -3.39 -3.35 1.45 0.219
H -4.75 0.78 1.38 0.217
H -5.26 -1.67 1.78 0.221
C 1.61 -2.39 1.96 -0.970
C 1.59 -3.09 -0.85 -0.966
H -3.19 2.41 0.29 0.244
H -2.20 2.31 1.77 0.276
H -1.29 -3.00 -0.89 0.429
H -1.09 -3.83 0.84 0.236
C -0.03 3.62 0.49 -0.958
C -1.40 2.57 -1.85 -0.959
H 2.94 0.63 1.57 0.216
H 5.25 1.43 1.01 0.212
H 5.82 2.01 -1.35 0.211
H 4.11 1.74 -3.14 0.211
H 1.81 0.90 -2.55 0.212
H 0.21 -0.24 -2.29 -0.189
H -2.04 -0.57 -3.45 0.468
H -2.02 -1.85 -2.28 0.508
H -2.36 -3.65 -2.10 0.481
H -0.68 -0.42 -2.44 0.217
H 1.66 -3.46 2.25 0.231
H 2.63 -2.00 1.80 0.246
H 1.13 -1.80 2.76 0.286
H 1.82 -4.10 -0.48 0.233
H 0.97 -3.15 -1.76 0.267
H 2.53 -2.56 -1.07 0.250
H -2.05 3.45 -1.80 0.227
H -0.53 2.78 -2.48 0.250
H -1.95 1.72 -2.27 0.276
H -0.67 4.50 0.34 0.234
H 0.18 3.49 1.56 0.270
H 0.92 3.76 -0.04 0.259
O 0.42 2.12 4.24 -0.656
C 0.82 1.48 3.23 0.603
O 0.37 0.38 2.74 -0.645
H 1.67 1.95 2.70 0.063
```

Values from the calculation:
<S²>: 2.020
lowest unoccupied orbital energy (spin up / spin down): 0.52 / -3.22 eV
spin multiplicity: 3
relative energy (zero: lowest compared OMol25 entry of this formula, charge and spin): 2.559 eV

2.
Entry from the Open Molecules 2025 dataset: a 11-piece molecular cluster, C22H60F4N23O10 overall at a distorted geometry (ωB97M-V/def2-TZVPD).

Structure (XYZ):
```
119
Properties=species:S:1:pos:R:3:lowdin_charge:R:1
C 4.47 -0.27 3.36 0.111
C 3.67 -0.22 2.30 -0.082
C 2.48 -0.02 1.25 -0.183
N 1.74 1.28 1.37 -0.067
C 2.64 2.47 1.52 -0.136
C 3.56 2.55 0.17 -0.036
C 4.35 3.95 0.02 -0.338
F 5.58 3.85 0.75 0.071
F 3.56 5.09 0.38 0.044
F 4.64 4.09 -1.41 0.034
C 0.66 1.23 2.36 -0.166
N 0.86 0.56 3.55 0.214
N -0.69 1.82 2.18 -0.098
C -0.66 3.31 1.99 -0.189
C -2.09 4.05 2.17 -0.190
C -2.28 5.07 0.92 -0.113
C -1.51 1.11 1.14 -0.130
C -0.94 1.21 -0.37 -0.118
F -1.88 0.73 -1.38 -0.118
H 5.34 -0.11 4.11 0.081
H 2.95 -0.15 0.19 0.144
H 1.71 -0.89 1.33 0.142
H 3.25 2.50 2.49 0.145
H 2.02 3.45 1.51 0.124
H 2.80 2.51 -0.71 0.150
H 4.32 1.69 0.08 0.136
H 1.48 0.92 4.31 0.161
H 0.41 -0.38 3.61 0.163
H 0.03 3.74 2.84 0.143
H -0.11 3.55 1.00 0.097
H -2.97 3.32 2.31 0.113
H -2.06 4.71 3.13 0.122
H -2.41 6.15 1.35 0.092
H -3.16 4.77 0.24 0.084
H -1.35 5.14 0.23 0.072
H -1.61 0.00 1.47 0.142
H -2.59 1.54 1.11 0.144
H -0.57 2.25 -0.68 0.124
H -0.01 0.50 -0.46 0.117
C -4.64 -1.54 -3.48 -0.719
O -5.44 -2.34 -3.95 0.027
N -4.05 -0.57 -4.22 0.157
N -4.27 -1.56 -2.18 0.159
H -3.39 0.09 -3.86 0.088
H -4.30 -0.53 -5.20 0.118
H -4.68 -2.27 -1.59 0.114
H -3.61 -0.92 -1.78 0.068
C -0.82 -3.72 -6.02 -0.678
O -0.04 -4.37 -6.70 0.006
N -0.56 -2.46 -5.61 0.151
N -2.01 -4.21 -5.61 0.179
H -1.19 -1.91 -5.05 0.080
H 0.32 -2.05 -5.90 0.107
H -2.24 -5.15 -5.89 0.119
H -2.66 -3.69 -5.05 0.091
C -1.90 -5.43 -9.77 -0.708
O -2.87 -5.19 -9.07 0.006
N -0.63 -5.17 -9.37 0.156
N -2.00 -5.96 -11.01 0.142
H 0.18 -5.36 -9.93 0.096
H -0.51 -4.77 -8.45 0.047
H -2.93 -6.17 -11.35 0.105
H -1.21 -6.16 -11.60 0.092
C -8.82 0.30 -2.92 -0.680
O -9.98 0.63 -2.71 0.016
N -8.49 -0.91 -3.41 0.178
N -7.77 1.13 -2.69 0.149
H -7.54 -1.20 -3.59 0.069
H -9.24 -1.56 -3.60 0.121
H -7.98 2.04 -2.32 0.105
H -6.82 0.88 -2.86 0.082
C 2.11 8.91 -0.81 -0.701
O 1.64 10.04 -0.72 0.019
N 2.57 8.41 -1.98 0.156
N 2.21 8.07 0.24 0.152
H 2.96 7.49 -2.08 0.093
H 2.51 9.01 -2.80 0.114
H 1.89 8.41 1.13 0.110
H 2.60 7.14 0.18 0.062
C 5.66 -3.09 5.72 -0.699
O 5.19 -1.96 5.80 -0.033
N 6.11 -3.61 4.55 0.153
N 5.76 -3.92 6.78 0.162
H 6.50 -4.53 4.46 0.103
H 6.06 -3.02 3.73 0.092
H 5.43 -3.57 7.66 0.112
H 6.14 -4.85 6.73 0.044
C -13.55 -0.50 -3.71 -0.709
O -12.98 -1.34 -4.39 0.011
N -12.90 0.26 -2.80 0.154
N -14.88 -0.25 -3.80 0.139
H -13.34 0.95 -2.22 0.094
H -11.90 0.11 -2.69 0.054
H -15.39 -0.80 -4.47 0.104
H -15.36 0.43 -3.25 0.090
C 5.77 -7.34 8.23 -0.669
O 6.27 -6.42 7.58 -0.007
N 4.44 -7.50 8.37 0.159
N 6.52 -8.28 8.84 0.173
H 4.01 -8.24 8.89 0.103
H 3.84 -6.82 7.92 0.109
H 7.52 -8.20 8.76 0.111
H 6.13 -9.04 9.38 0.093
C 8.47 -11.51 8.42 -0.704
O 7.49 -11.28 9.11 0.006
N 9.73 -11.24 8.83 0.151
N 8.39 -12.05 7.18 0.153
H 10.55 -11.42 8.28 0.098
H 9.84 -10.84 9.75 0.110
H 7.46 -12.26 6.84 0.110
H 9.18 -12.25 6.60 0.098
C 2.19 14.14 -2.67 -0.713
O 2.68 15.06 -3.30 0.018
N 0.85 13.98 -2.52 0.146
N 2.94 13.19 -2.05 0.151
H 0.43 13.23 -2.01 0.093
H 0.26 14.66 -2.97 0.107
H 3.94 13.27 -2.14 0.106
H 2.55 12.42 -1.53 0.073
```

Values from the calculation:
lowest unoccupied orbital energy: -6.45 eV
net charge: +1
spin multiplicity: 1

3.
Entry from the Open Molecules 2025 dataset: C20H12BeF5N5Se as an isolated structure at a distorted geometry (ωB97M-V/def2-TZVPD).

Structure (XYZ):
```
44
Properties=species:S:1:pos:R:3:nbo_charge:R:1
Be -7.79 -14.21 -3.62 1.513
N -9.70 -14.62 -6.99 -0.495
C -8.45 -14.56 -7.59 -0.078
C -7.52 -14.31 -6.62 -0.047
N -8.14 -14.25 -5.36 -0.612
C -9.47 -14.49 -5.63 0.328
C -10.32 -14.45 -4.48 0.283
N -9.63 -14.29 -3.30 -0.562
C -10.64 -14.22 -2.35 -0.046
C -11.89 -14.27 -2.91 -0.079
N -11.66 -14.46 -4.25 -0.486
H -10.57 -14.89 -7.42 0.433
H -8.32 -14.63 -8.65 0.238
H -6.44 -14.16 -6.76 0.249
H -10.40 -14.10 -1.29 0.244
H -12.91 -14.16 -2.52 0.244
H -12.37 -14.50 -5.00 0.433
C -6.82 -12.81 -3.16 -1.095
C -6.38 -12.68 -1.81 0.023
C -5.14 -13.19 -1.40 -0.188
C -4.62 -12.83 -0.19 -0.166
C -5.34 -12.05 0.71 -0.239
C -6.60 -11.62 0.35 -0.146
C -7.11 -11.93 -0.89 -0.217
C -4.80 -11.65 2.01 0.298
N -4.33 -11.33 3.03 -0.352
H -6.01 -12.92 -3.89 0.221
H -7.55 -12.06 -3.44 0.212
H -4.61 -13.80 -2.10 0.206
H -3.65 -13.25 0.04 0.219
H -7.19 -11.06 1.09 0.216
H -8.12 -11.62 -1.10 0.192
F -5.85 -18.74 1.97 -0.286
C -6.16 -18.18 0.80 0.265
C -6.58 -16.84 0.76 0.263
F -6.58 -16.10 1.90 -0.294
C -6.89 -16.26 -0.47 0.361
F -7.24 -14.95 -0.50 -0.326
C -6.81 -16.96 -1.71 -0.311
Se -7.06 -16.33 -3.45 -0.391
C -6.46 -18.33 -1.63 0.314
F -6.20 -19.00 -2.79 -0.300
C -6.09 -18.89 -0.41 0.264
F -5.63 -20.17 -0.40 -0.304
```

Values from the calculation:
lowest unoccupied orbital energy: -1.01 eV
spin multiplicity: 1

4.
Entry from the Open Molecules 2025 dataset: one molecule with the formula C7H9Cl at a distorted geometry (ωB97M-V/def2-TZVPD).

Structure (XYZ):
```
17
Properties=species:S:1:pos:R:3:nbo_charge:R:1
C -1.05 2.57 0.03 -0.654
C -0.30 1.28 -0.10 0.003
C 1.02 0.92 -0.18 -0.208
C 1.16 -0.52 -0.06 -0.467
C -0.20 -1.11 -0.10 -0.042
C -0.51 -2.57 0.11 -0.632
C -1.05 -0.11 0.00 -0.026
Cl -2.81 -0.06 0.06 -0.020
H -1.59 2.57 0.92 0.230
H -1.68 2.87 -0.84 0.233
H -0.25 3.35 -0.09 0.220
H 1.75 1.70 -0.06 0.215
H 1.87 -1.15 -0.64 0.234
H 1.60 -0.61 0.87 0.246
H 0.09 -3.19 -0.51 0.218
H -1.63 -2.90 -0.26 0.223
H -0.50 -2.83 1.17 0.227
```

Values from the calculation:
lowest unoccupied orbital energy: 0.90 eV
spin multiplicity: 1
relative energy (zero: lowest compared OMol25 entry of this formula, charge and spin): 0.945 eV
SMILES: CC1=CCC(C)=C1Cl

no.,E_tot (hartree)
1,-1877.80534
2,-3285.40022
3,-3958.66813
4,-732.25636